Record 1
77
Properties=species:S:1:pos:R:3:forces:R:3 method="wB97M-V/def2-TZVPD" total_charge=+2 spin_multiplicity=5 max_force_ev_per_a=3.92 energy_ha=-7681.017622 s_squared=6.00
Ho -6.91180 -13.48930 10.01416 -0.53 -0.17 -0.50
Br -9.29740 -6.94691 11.03999 0.34 0.04 -0.24
Br -4.83237 -8.56074 4.99278 0.41 0.21 -0.10
O -9.20726 -16.84803 8.22246 -0.25 0.74 1.28
O -9.25511 -14.33034 9.31155 0.03 -0.20 -0.18
N -8.10630 -11.22143 9.75592 -3.08 -1.81 1.61
N -5.13400 -11.80546 10.65839 0.13 0.27 -0.02
N -6.25887 -11.87649 7.89664 -1.44 0.93 0.80
N -4.57384 -14.55326 9.84659 -0.75 2.15 -2.26
N -6.73096 -15.15567 7.97868 0.02 -0.64 0.54
N -7.03019 -15.83039 11.04556 0.90 0.10 0.16
N -10.40097 -10.90170 16.44776 -0.03 0.19 -0.40
C -7.32775 -11.89790 12.92123 -0.30 0.27 0.59
C -10.03888 -15.43022 9.89894 1.37 0.15 0.44
C -9.22822 -10.95962 10.52980 0.26 -1.80 0.97
C -7.66614 -13.11510 12.32919 -0.41 -0.72 -0.50
C -7.82471 -8.91186 9.57406 1.18 0.42 -0.38
C -5.26664 -9.87904 6.23436 0.59 0.75 -1.72
C -9.84983 -11.30343 15.52038 -0.45 -0.20 1.36
C -4.99506 -11.18257 5.98743 0.65 -1.96 -0.04
C -3.81069 -12.15675 10.05969 -0.10 0.58 1.32
C -4.28905 -14.83464 8.40401 -0.32 -1.27 -0.23
C -9.43450 -13.20728 14.03258 -0.11 0.09 -0.88
C -9.39204 -17.70846 7.13980 -0.86 2.38 -2.07
C -6.58375 -10.55861 8.09018 1.67 -0.05 -0.12
C -7.51484 -10.20417 9.21461 0.87 0.12 -1.23
C -5.69061 -15.67617 11.72201 0.25 -0.60 1.01
C -5.38182 -15.65332 7.57005 0.42 1.21 1.26
C -7.99076 -11.23452 13.93003 -1.26 -1.58 0.64
C -8.82221 -8.66905 10.45283 -1.22 1.18 1.23
C -10.42455 -16.47947 8.89644 0.27 0.74 -1.09
C -9.08951 -11.95132 14.52065 1.35 1.04 -1.51
C -6.01416 -9.55104 7.29035 -2.24 -0.48 3.16
C -3.54489 -13.59676 10.31262 0.54 -1.01 0.21
C -5.51094 -12.16493 6.84745 0.21 0.57 -1.06
C -8.76569 -13.76396 12.91810 -0.19 0.08 0.79
C -9.77673 -13.73208 8.09853 -3.30 0.15 2.05
C -4.56963 -15.67934 10.68606 -0.12 -3.11 0.45
C -9.59094 -9.69757 10.94934 -1.00 -1.36 -0.92
H -3.57399 -15.78430 11.14288 -0.36 -0.20 0.25
H -9.19258 -12.87978 7.88114 0.69 0.96 -0.15
H -10.20287 -17.30473 6.44957 1.04 -0.19 0.46
H -8.45438 -17.79306 6.58982 -0.14 -0.21 0.14
H -10.95086 -17.29184 9.39350 0.24 -0.36 0.10
H -5.42160 -16.46860 12.48472 -0.71 0.70 -0.77
H -11.13700 -16.07099 8.15106 0.26 -0.16 0.21
H -9.35455 -15.88272 10.64820 -0.46 0.28 -0.71
H -7.67504 -10.24260 14.25158 -0.22 -0.32 0.14
H -7.31938 -15.97673 8.18882 -0.04 0.74 -0.12
H -5.37407 -16.73450 7.85208 0.42 0.86 -0.65
H -2.96331 -11.60912 10.51560 -0.48 0.00 -0.22
H -7.10724 -16.74587 10.58825 0.12 0.43 0.12
H -5.39937 -13.22122 6.62201 0.29 0.27 -0.03
H -5.13304 -11.74693 11.68768 0.51 -0.25 -0.64
H -5.14247 -15.45338 6.49033 -0.32 -0.66 0.95
H -2.57940 -13.90625 9.86995 -0.16 0.23 0.32
H -9.15938 -14.75277 12.58280 0.30 0.85 0.13
H -9.78556 -18.58661 7.47689 -0.58 -2.90 0.75
H -10.55877 -9.58277 11.45736 0.82 0.21 0.08
H -3.48617 -13.76433 11.39069 0.20 0.27 0.01
H -9.84126 -11.84242 10.96132 1.41 1.33 -1.03
H -9.83362 -14.37875 7.25522 0.28 -0.88 -0.52
H -4.68887 -16.62144 10.08172 0.07 0.77 0.39
H -5.72453 -14.71326 12.27855 0.01 -0.49 -0.27
H -7.23575 -14.64006 7.27613 0.06 -0.01 -0.57
H -10.85824 -15.04196 10.49089 -0.48 0.26 -0.29
H -4.13696 -13.86317 7.95268 0.08 0.00 -0.17
H -7.20782 -8.11375 9.24560 0.16 0.69 -0.41
H -3.34284 -15.39011 8.33497 -0.01 0.12 -0.03
H -10.88361 -13.38750 8.31311 2.08 -0.44 -0.46
H -10.33333 -13.67161 14.40982 0.08 -0.22 0.26
H -6.23164 -8.55625 7.60800 -0.03 0.63 -0.49
H -4.32544 -11.42166 5.17188 -0.28 -0.32 -0.12
H -5.38565 -10.86117 10.35721 0.05 -0.27 0.14
H -7.80981 -15.77069 11.70347 0.66 -0.02 0.18
H -6.47237 -11.37325 12.61383 0.96 0.76 -0.68
H -3.84497 -11.89598 9.02456 -0.02 0.11 -0.75

Record 2
69
Properties=species:S:1:pos:R:3:forces:R:3 method="wB97M-V/def2-TZVPD" total_charge=+2 spin_multiplicity=7 e_above_lowest_kj_mol=0.0 max_force_ev_per_a=3.63 energy_ha=-3018.364748 s_squared=12.72
Tb 0.09115 1.28723 1.28537 0.23 0.49 0.36
Cl 0.12293 2.41861 3.45517 0.22 0.46 -0.08
P 0.09597 1.32865 -1.40904 0.33 2.13 2.91
P -0.13721 -1.37454 1.81489 0.01 -1.12 -1.07
C 1.49396 -0.62920 4.16705 0.43 0.35 0.14
C -3.63946 0.12118 -2.09786 -1.00 -0.34 -0.08
C -0.28165 -3.45257 3.83203 -0.02 0.09 0.29
C 1.49075 -0.74376 2.64442 -0.89 1.28 0.83
C 3.95703 0.27597 -1.84517 1.10 -0.19 -0.11
C -2.19068 -0.75629 -3.82399 -1.14 -0.92 -0.87
C -1.09139 -0.21275 -3.21541 -0.08 0.35 0.55
C -2.06210 -0.95935 2.03864 1.03 0.73 0.58
C 0.54225 5.40909 -0.97256 0.02 0.27 0.16
C -0.46861 5.90276 -1.80469 0.01 -0.59 -0.02
C -3.47872 -0.59724 -3.29115 0.60 0.19 0.15
C -0.16121 3.15321 -1.47687 0.03 -0.27 -0.53
C 1.83680 1.30718 -3.36059 0.44 -0.28 0.45
C 2.74981 0.49956 -1.22342 -1.10 0.40 -0.72
C 3.05509 1.06791 -3.94646 0.99 0.02 -1.03
C 0.86100 -4.00671 1.69223 0.02 0.00 -0.03
C -1.17791 3.64295 -2.31162 0.30 -0.09 0.45
C -2.35150 0.52698 2.21647 -0.36 0.35 -0.70
C -0.22857 -3.12497 2.32080 -0.02 -1.47 -0.12
C 4.12831 0.54696 -3.21416 -0.59 0.05 0.43
C -1.28337 0.52607 -2.04800 -0.94 -0.67 -0.99
C 0.70800 4.03917 -0.79562 -0.62 -0.65 -0.23
C 2.76922 -1.38110 2.08405 -0.19 -0.13 -0.20
C -2.55905 0.67494 -1.45309 1.17 -0.18 -0.56
C -1.32393 5.00954 -2.46850 0.09 0.52 0.11
C 1.68336 0.98791 -2.01162 0.66 -0.21 -0.84
C -2.79312 -1.67444 3.14968 -0.40 0.11 0.28
H -2.66829 1.22128 -0.52041 -0.16 0.11 -0.24
H -2.76918 -2.75715 3.07051 0.15 0.05 0.09
H -0.55533 -4.51138 3.95479 0.04 0.28 -0.20
H -1.17287 -3.46396 1.85206 0.28 0.29 0.21
H 5.08978 0.36504 -3.69467 -0.30 0.05 0.16
H 0.72637 -5.14652 -5.04904 -0.39 -0.01 -0.02
H -2.44122 -1.33835 4.12975 -0.08 -0.20 -0.10
H -4.64058 0.24034 -1.66669 0.40 -0.08 -0.22
H 1.20919 6.09801 -0.45174 -0.22 -0.17 -0.17
H -1.96429 1.21895 1.38249 -1.40 -0.70 0.95
H 3.60072 -0.69123 2.28071 -0.21 -0.08 -0.01
H -3.84622 -1.39161 3.07881 -0.06 0.00 0.02
H -1.84076 2.93624 -2.81003 0.13 0.30 -0.01
H -2.04480 0.87890 3.20256 0.05 0.18 -0.20
H -0.02495 -5.17934 -5.08155 0.39 0.02 0.02
H 4.80194 -0.11159 -1.26206 -0.35 0.20 -0.30
H 1.64989 -1.59530 4.65768 -0.12 0.20 -0.26
H 1.50944 3.64617 -0.15096 -0.11 0.24 -0.32
H -2.05989 -1.33489 -4.74443 -0.11 0.22 0.34
H -4.34240 -1.03552 -3.79174 0.27 0.16 0.15
H 3.01430 -2.31823 2.59234 -0.17 0.21 -0.18
H 0.57589 -5.05468 1.82040 -0.01 0.12 -0.09
H -0.59269 6.97410 -1.93795 0.05 -0.20 0.03
H 2.70540 -1.53763 1.00146 0.07 -0.20 0.21
H -2.43674 -1.29292 1.05695 0.49 -0.01 0.13
H -3.42935 0.67223 2.13035 0.02 0.21 -0.03
H 3.18948 1.29985 -5.00833 0.03 -0.10 0.41
H 1.57038 0.34475 2.27189 0.84 -1.12 0.92
H -0.08704 -0.33828 -3.61033 -0.29 -0.05 -0.09
H -2.10538 5.38958 -3.11847 0.10 0.02 0.08
H 0.58103 -0.15814 4.54261 0.21 -0.17 0.02
H 2.34315 0.00742 4.44602 -0.18 -0.09 0.15
H 1.00289 1.73765 -3.90793 0.20 -0.05 -0.09
H 0.70030 -3.34382 4.30857 -0.22 -0.02 -0.26
H 1.81953 -3.88900 2.20216 -0.14 0.00 -0.19
H 2.60697 0.32252 -0.15505 0.12 -0.13 -0.24
H 0.96939 -3.79984 0.62695 0.14 -0.10 0.03
H -1.00119 -2.87661 4.42133 0.25 -0.05 -0.22

Record 3
76
Properties=species:S:1:pos:R:3:forces:R:3 method="wB97M-V/def2-TZVPD" e_above_lowest_kj_mol=22.0 smiles="CSCC[C@H](NC(=O)OC(C)(C)C)C(=O)N1CCC(C(=O)N[C@@H](Cc2c[nH]c3ccccc23)C(=O)O)CC1" max_force_ev_per_a=0.81 energy_ha=-2120.447687
S -5.44839 -1.43401 -0.39478 -0.18 -0.21 0.05
O 3.15509 -0.14985 2.68536 0.14 0.14 0.40
O -3.67444 1.61931 -0.88860 0.01 -0.04 -0.17
O -0.47363 2.48466 0.27055 -0.09 0.22 -0.21
O -0.56342 1.00601 1.94210 -0.42 -0.25 0.51
O -3.09181 0.97577 1.21479 -0.38 0.17 0.54
O -0.59365 -1.64467 -1.83464 -0.18 0.13 -0.38
N 0.29185 -2.37128 0.10438 0.24 -0.09 -0.06
N 5.89012 1.57646 0.44856 0.41 0.01 0.24
N -2.51950 -0.22870 -0.60738 0.19 0.17 -0.22
N 1.82867 0.10439 0.88342 -0.28 0.44 -0.26
C 1.40515 -3.00129 -0.58380 0.24 -0.17 -0.44
C -4.82420 3.44373 -1.79827 0.20 -0.32 0.26
C 3.73666 1.94225 -0.04824 0.07 0.30 0.20
C 0.29555 -2.48101 1.55395 -0.28 -0.08 0.51
C -6.02576 -2.90165 -1.29610 0.27 0.35 0.36
C 0.07051 1.74633 1.04889 0.34 -0.01 0.00
C 2.75952 -2.42714 -0.15385 -0.18 -0.03 0.01
C -1.95596 -1.34946 0.09904 -0.10 -0.17 -0.04
C 2.31297 2.37677 0.05065 0.01 -0.18 0.32
C 5.63097 0.82187 -0.65664 -0.34 -0.20 -0.39
C 1.58100 1.51420 1.09247 -0.08 0.16 -0.10
C -0.67867 -1.78416 -0.62633 -0.18 0.19 0.33
C 4.75089 2.23740 0.81509 -0.40 0.14 -0.16
C 6.45326 -0.02504 -1.38885 0.10 -0.05 0.00
C 3.74815 0.37363 -2.12132 0.09 0.08 -0.04
C -2.91958 -2.55387 0.09538 0.10 0.13 0.15
C -3.51753 3.74509 0.32576 0.00 -0.25 -0.08
C 4.56967 -0.46368 -2.84297 -0.19 -0.04 -0.15
C -5.63912 2.37638 0.32790 0.28 -0.13 -0.15
C 4.27374 1.02979 -1.00680 0.43 -0.03 0.10
C -4.26187 -2.22515 0.74177 -0.24 0.11 -0.40
C -3.10962 0.82097 0.00030 0.47 -0.48 -0.45
C 1.67942 -2.88172 2.06683 0.00 0.14 -0.04
C 5.90469 -0.66352 -2.48012 0.15 -0.04 0.04
C -4.41027 2.79967 -0.47545 -0.39 0.61 0.29
C 2.62775 -0.61453 1.69566 0.18 -0.59 -0.16
C 2.78305 -2.09635 1.34542 0.16 -0.01 0.18
H -6.76607 -2.55596 -2.00932 -0.07 -0.03 -0.09
H -6.48018 -3.60129 -0.59974 -0.07 -0.11 -0.04
H -2.45177 -3.37773 0.63938 0.07 -0.06 -0.02
H 6.51604 -1.32877 -3.07173 0.07 -0.05 -0.03
H 1.85020 -3.94962 1.91963 0.01 -0.01 0.03
H 2.71970 0.52466 -2.41762 -0.12 0.00 -0.04
H -1.77505 -1.03513 1.12776 0.05 -0.09 -0.16
H 1.24877 -2.85468 -1.65378 0.02 -0.12 0.17
H 0.03081 -1.51432 1.99043 -0.01 -0.09 -0.03
H -3.06820 -2.87635 -0.93782 0.05 -0.07 0.00
H -3.35867 3.36186 1.32956 0.04 0.05 0.03
H 1.72440 -2.67936 3.13729 -0.03 -0.07 0.00
H -5.43262 4.32322 -1.61058 -0.06 0.09 0.05
H -1.55722 1.09204 1.83789 0.39 0.07 -0.19
H 1.81463 2.26684 -0.91366 -0.04 0.11 0.01
H 3.52383 -3.17369 -0.37463 0.03 0.04 -0.03
H 1.46715 -0.29978 0.03456 0.09 -0.12 0.05
H 6.76552 1.61160 0.94164 -0.11 -0.01 -0.06
H 1.95209 1.73401 2.10075 -0.11 -0.01 -0.17
H 3.74536 -2.38908 1.77482 -0.12 0.14 -0.03
H 4.74172 2.87868 1.67498 0.00 0.09 0.19
H 4.17955 -0.98032 -3.70770 -0.04 -0.03 -0.08
H 2.23986 3.42209 0.35218 -0.09 0.02 -0.11
H -2.54954 3.84326 -0.15959 0.05 0.06 -0.02
H -2.53578 -0.28468 -1.61529 -0.03 0.04 0.07
H -0.44327 -3.22260 1.88474 0.03 0.07 0.03
H -3.94059 3.73381 -2.35992 0.09 0.07 -0.09
H 1.36954 -4.07638 -0.37559 0.01 0.04 -0.06
H -3.98781 4.72232 0.39177 -0.10 0.11 -0.03
H -5.39599 2.73459 -2.39078 -0.09 -0.05 -0.09
H -4.13318 -1.51953 1.56149 -0.02 -0.05 0.11
H -6.24426 3.24806 0.55992 -0.07 0.12 0.00
H 7.48648 -0.17498 -1.11152 0.11 -0.04 0.00
H 3.00945 -1.54291 -0.74141 0.02 -0.10 -0.01
H -6.23316 1.66720 -0.24433 -0.11 -0.02 -0.06
H -5.33442 1.90117 1.25632 -0.03 0.01 0.08
H -5.19822 -3.36795 -1.82313 -0.01 -0.11 -0.10
H -4.74470 -3.12651 1.11943 0.04 0.02 0.11